1:
The following is a DFT calculation (the ωB97M-V functional and the def2-TZVPD basis) of 2 unconnected molecules or ions with the total composition C3H8OS.

Summary:
Frontier orbital gap in eV: 9.8
LUMO level in eV: 0.893

Geometry as ORCA input:
```
! wB97M-V def2-TZVPD RIJCOSX def2/J DEFGRID3
* xyz 0 1
C -1.432 1.265 0.520
S -2.329 -0.106 1.453
H -0.348 1.331 0.579
H -1.929 2.150 0.903
H -1.687 1.036 -0.528
H -2.160 0.489 2.643
C 1.495 -0.304 -1.514
C 1.776 -1.148 -0.513
O 0.858 -1.369 0.501
H 1.972 -0.619 -2.453
H 0.893 0.592 -1.561
H 2.762 -1.440 -0.196
H 0.130 -1.876 0.166
*
```



2:
The following is a DFT calculation (the ωB97M-V functional and the def2-TZVPD basis) of a single C3H8OS molecule.

Summary:
Frontier orbital gap in eV: 10.2
LUMO level in eV: 0.886

Geometry as ORCA input:
```
! wB97M-V def2-TZVPD RIJCOSX def2/J DEFGRID3
* xyz 0 1
C -0.727 -0.261 1.226
O 0.387 -0.272 2.102
C -0.431 -0.409 -0.243
C 0.314 0.848 -0.836
S 1.674 0.378 -1.940
H -1.261 -1.154 1.562
H -1.315 0.663 1.552
H 1.189 -0.435 1.591
H 0.257 -1.264 -0.304
H -1.354 -0.659 -0.827
H 0.796 1.446 -0.011
H -0.544 1.509 -1.093
H 1.016 -0.392 -2.780
*
```



Most stable structure, least stable structure: 2, 1.